CH4O2S2 | wB97M-V/def2-TZVPD

Cartesian coordinates (Å):
C  0.14650  0.47522  0.08428
O  0.02242  -3.24001  1.45963
O  -1.80577  -2.30445  0.10853
S  -0.15495  -0.23459  1.72987
S  -0.47002  -2.12018  0.73111
H  -0.41120  -0.00236  -0.78099
H  1.16041  0.78510  -0.19508
H  -0.30200  1.51973  0.14513
H  0.28378  -2.18544  -0.37948

Cartesian forces, eV/Å:
-1.320 2.914 -1.043
0.373 0.010 1.521
1.920 1.501 1.553
0.209 -1.391 -1.676
-2.823 -2.284 -1.839
0.724 0.308 1.259
0.160 -1.107 0.350
0.052 -1.244 -0.050
0.705 1.293 -0.075

## Properties
Total charge = 0
Frontier orbital gap = 9.754 eV

***

CH4O3 | wB97M-V/def2-TZVPD

Cartesian coordinates (Å):
O  1.53803  1.28733  -0.25592
H  2.16674  1.13146  -0.99665
H  0.87158  0.56838  -0.34081
O  -1.92727  0.43314  -0.45266
O  0.03879  -0.60057  0.19805
C  -1.27024  -0.37343  0.20714
H  0.33795  -1.41667  0.68437
H  -1.75558  -1.02962  0.95649

Cartesian forces, eV/Å:
0.765 -0.186 -1.143
-0.683 0.321 0.813
1.116 1.088 -0.055
2.873 -2.101 1.540
0.422 -1.407 -0.215
-3.555 0.852 -0.227
-0.769 1.276 -0.505
-0.169 0.157 -0.208

## Properties
Total charge = 0
Frontier orbital gap = 10.799 eV

***

CH4O3 | wB97M-V/def2-TZVPD

Cartesian coordinates (Å):
O  1.73361  4.04125  -4.73900
H  -2.10544  -1.52533  0.77959
H  1.53484  4.56187  -5.52326
H  2.68617  4.04887  -4.61576
O  -1.77874  -1.84048  1.64446
C  -0.44467  -1.72252  1.75712
O  0.07796  -1.60473  2.84457
H  0.18686  -1.51098  0.87667

Cartesian forces, eV/Å:
-0.237 -0.160 0.174
0.112 -0.319 -0.228
0.227 -0.002 0.043
0.009 0.151 -0.206
2.836 0.157 0.602
-4.036 1.022 -1.571
0.800 -0.522 1.230
0.289 -0.328 -0.044

## Properties
Spin multiplicity = 2
Expectation value of S² = 0.756
Total charge = +1
Frontier orbital gap (alpha / beta) = 6.502 / 1.917 eV

***

CH4O3S | wB97M-V/def2-TZVPD

Cartesian coordinates (Å):
C  0.19287  -0.17557  -0.42905
O  1.36437  -0.81416  0.09026
O  -0.57267  -0.89869  -1.39505
O  -0.75665  -0.04190  0.56778
S  -1.38861  1.62342  0.90858
H  0.49410  0.77376  -0.76578
H  1.36910  -0.66457  0.99786
H  -0.54073  -1.84973  -1.14058
H  -0.16178  2.04744  1.16598

Cartesian forces, eV/Å:
-1.413 -1.566 0.063
-1.291 -0.531 -3.375
2.408 -0.617 -0.026
-1.038 2.482 2.658
0.980 -2.654 -0.818
0.143 1.086 -1.248
-0.111 0.325 2.603
0.021 0.914 -0.172
0.301 0.562 0.316

## Properties
Total charge = 0
Frontier orbital gap = 9.601 eV

***

CH4O3S | wB97M-V/def2-TZVPD

Cartesian coordinates (Å):
C  -1.18301  -0.97113  -0.06852
O  1.32278  -1.09636  -0.12718
O  1.46241  1.88331  0.48934
O  0.42943  1.35637  -0.27322
S  0.42338  -0.23574  0.52856
H  -0.99447  -1.91004  -0.45401
H  -1.71391  -0.35147  -0.84908
H  -1.87050  -1.05813  0.79526
H  2.12389  2.38318  -0.04115

Cartesian forces, eV/Å:
-1.683 3.020 1.317
5.003 -3.093 -2.783
1.953 1.800 1.474
-0.406 3.081 -2.782
-5.944 -1.963 3.637
0.826 -1.889 -0.657
0.864 -0.251 0.667
0.436 0.110 -0.443
-1.049 -0.814 -0.430

## Properties
Spin multiplicity = 3
Expectation value of S² = 2.009
Total charge = 0
Frontier orbital gap (alpha / beta) = 6.089 / 6.972 eV

***

CH4OS | wB97M-V/def2-TZVPD

Cartesian coordinates (Å):
C  0.36530  -0.55260  0.50843
O  -1.70113  1.09783  -1.49894
S  -0.23645  1.46227  -1.56360
H  1.12056  -0.00944  1.37394
H  -0.56399  -0.41346  1.04634
H  0.66668  -1.72687  0.61245
H  0.34903  0.14228  -0.47861

Cartesian forces, eV/Å:
2.793 0.056 2.886
1.582 0.406 -0.073
-2.079 0.793 -0.961
-1.680 -1.321 -2.743
-0.575 -0.130 -0.369
-0.727 3.011 -1.146
0.687 -2.815 2.406

## Properties
Total charge = 0
Frontier orbital gap (alpha / beta) = 7.284 / 7.759 eV

***

CH4OS | wB97M-V/def2-TZVPD

Cartesian coordinates (Å):
S  2.61507  2.15846  1.49966
H  1.51431  1.57818  1.02470
H  3.24309  1.05597  1.18692
O  -1.10281  -2.12210  -0.80142
C  -1.84750  -1.18558  -0.91148
H  -2.01276  -0.41279  -0.14043
H  -2.40940  -1.07214  -1.85794

Cartesian forces, eV/Å:
-0.402 0.495 0.110
-0.381 0.186 -0.003
0.782 -0.686 -0.108
-0.038 0.349 0.451
0.022 -0.430 -0.724
0.147 -0.147 0.134
-0.131 0.234 0.139

## Properties
Total charge = 0
Frontier orbital gap = 10.440 eV

***

CH4OS2 | wB97M-V/def2-TZVPD

Cartesian coordinates (Å):
C  0.48383  -0.11136  -0.02831
O  -1.45604  1.31735  1.11713
S  1.95065  -1.04853  0.35435
S  -0.80341  -0.19388  1.35237
H  0.78884  1.13007  0.22204
H  -0.10436  -0.45569  -0.82338
H  -1.93944  1.52651  0.28852
H  1.73021  -2.07124  -0.46766

Cartesian forces, eV/Å:
0.523 3.784 4.091
-0.117 0.765 -0.014
0.130 -0.070 -0.047
0.150 0.075 -0.832
-0.988 -3.627 -1.838
0.018 0.275 -1.833
0.367 -1.002 0.579
-0.083 -0.199 -0.105

## Properties
Total charge = 0
Frontier orbital gap = 9.160 eV

***

CH4S2 | wB97M-V/def2-TZVPD

Cartesian coordinates (Å):
C  2.61943  -1.09206  0.07237
S  -2.90623  0.93435  -0.36810
S  2.38245  0.51104  0.06899
H  1.87136  -1.68212  0.59019
H  3.42621  -1.55378  -0.30913
H  -3.10137  2.23750  0.09781
H  -4.29185  0.64506  -0.15212

Cartesian forces, eV/Å:
-3.229 2.651 1.821
-2.166 0.904 0.784
0.356 -0.755 -0.230
0.081 -0.371 -0.135
2.786 -1.519 -1.458
0.265 -1.243 -0.458
1.907 0.333 -0.325

## Properties
Total charge = 0
Frontier orbital gap = 8.490 eV

***

CH4SSi | wB97M-V/def2-TZVPD

Cartesian coordinates (Å):
C  2.40159  0.74021  0.11944
Si  -1.18010  -0.14191  -0.04342
S  3.43100  -0.37800  -0.07523
H  0.27598  -0.59691  0.10352
H  -1.84393  -0.04193  1.35488
H  -2.17113  -0.72837  -0.93711
H  -0.91341  1.14691  -0.52207

Cartesian forces, eV/Å:
0.458 -0.302 -0.052
0.374 -0.448 2.007
-0.295 0.372 0.059
-1.204 -0.544 -0.194
0.560 -0.155 -0.994
0.116 -0.609 -0.275
-0.009 1.687 -0.552

## Properties
Total charge = 0
Frontier orbital gap = 10.869 eV

***

CH5BS | wB97M-V/def2-TZVPD

Cartesian coordinates (Å):
B  -0.39169  1.00865  0.10653
C  -0.33796  -1.07460  0.18039
S  1.23463  0.04567  -0.06433
H  -0.74836  1.81264  -0.58893
H  -0.39974  1.21277  1.24243
H  -0.62565  -1.60936  -0.61823
H  -0.35372  -1.55718  1.11403
H  1.62249  0.16142  -1.37189

Cartesian forces, eV/Å:
0.766 -3.799 1.790
1.065 5.994 0.301
-0.157 -0.727 0.212
-0.793 0.635 -1.773
-0.152 0.386 0.947
-0.601 -1.660 -2.955
0.537 -0.199 1.119
-0.664 -0.630 0.359

## Properties
Total charge = 0
Frontier orbital gap = 9.040 eV

***

CH5BrP2 | wB97M-V/def2-TZVPD

Cartesian coordinates (Å):
C  2.62808  0.28106  -0.78792
P  -1.80852  0.61230  0.18092
P  -1.17924  -1.27259  1.07214
Br  1.67988  -0.13289  0.92556
H  2.75913  -0.58677  -1.37107
H  2.36177  1.15425  -1.43317
H  -1.94513  0.11227  -1.02407
H  -3.22091  0.63916  0.09932
H  -1.27506  -0.80679  2.33830

Cartesian forces, eV/Å:
-1.421 0.848 0.974
0.042 1.346 1.702
-0.491 -0.820 -1.356
1.397 0.833 -2.170
0.376 -1.175 -0.183
-0.026 -0.406 1.380
0.471 -1.051 -2.784
-0.268 -0.154 0.915
-0.080 0.579 1.521

## Properties
Total charge = 0
Frontier orbital gap (alpha / beta) = 7.715 / 7.249 eV

***

CH5BrP2 | wB97M-V/def2-TZVPD

Cartesian coordinates (Å):
C  -1.73578  -1.02907  0.04550
P  2.12968  0.05919  0.06907
P  0.63330  1.50174  -0.42097
Br  -3.28455  -0.02668  -0.00101
H  -1.88487  -2.09173  -0.13400
H  -0.85514  -0.65970  -0.47534
H  2.97379  0.95843  -0.62212
H  2.57851  0.02000  1.31338
H  -0.55494  1.26783  0.22549

Cartesian forces, eV/Å:
0.326 -0.999 -0.929
-1.205 -0.457 -2.897
0.551 1.133 -0.759
0.035 0.195 0.074
-0.214 0.117 0.470
-0.313 0.317 0.339
0.535 -0.367 0.521
0.750 0.571 2.265
-0.465 -0.510 0.916

## Properties
Total charge = 0
Frontier orbital gap (alpha / beta) = 7.452 / 7.648 eV

***

CH5BrP2 | wB97M-V/def2-TZVPD

Cartesian coordinates (Å):
C  -1.28734  -0.14316  -0.51090
P  0.34467  0.06729  0.11437
P  1.77696  -1.48428  0.82232
Br  3.26572  0.16301  1.04711
H  -1.39856  -0.91105  -1.47989
H  -1.63573  0.74876  -0.85876
H  -1.89310  -0.53696  0.29004
H  0.10797  0.98336  1.28059
H  0.71941  1.11303  -0.70488

Cartesian forces, eV/Å:
-0.475 -5.007 -1.987
1.321 0.885 2.478
-1.269 0.266 -0.943
0.426 0.437 0.191
0.621 1.866 2.709
-1.031 2.571 -0.690
-0.484 -0.123 0.040
0.040 -0.972 -1.207
0.853 0.077 -0.591

## Properties
Total charge = 0
Frontier orbital gap = 7.458 eV

***

CH5Cl2N2P | wB97M-V/def2-TZVPD

Cartesian coordinates (Å):
C  0.57332  -1.27483  1.49580
N  -0.14936  1.30952  -1.43578
N  0.07017  -0.03449  -0.89719
P  1.22468  -0.27871  0.30924
Cl  2.64033  -1.17116  -0.65590
Cl  2.04913  1.69760  0.55695
H  1.40179  -1.64957  2.20866
H  -0.29471  -0.79408  1.88195
H  -1.08372  1.34067  -1.69662
H  0.50748  1.58259  -2.32427
H  -0.79838  -0.34758  -0.60920

Cartesian forces, eV/Å:
2.775 0.250 0.000
4.011 0.766 -1.351
1.813 2.047 -1.020
-1.660 0.732 0.632
1.679 -0.628 -0.563
-0.305 -1.084 -0.095
-1.735 0.421 -1.058
-0.652 0.095 0.781
-1.842 0.110 -0.859
-2.182 -1.570 2.800
-1.901 -1.142 0.732

## Properties
Total charge = 0
Frontier orbital gap = 9.069 eV

***

CH5Cl2PSi | wB97M-V/def2-TZVPD

Cartesian coordinates (Å):
C  -0.62446  0.51730  1.30308
Si  0.60529  -0.11404  -0.09138
P  -0.31388  -1.62678  -1.52226
Cl  1.24272  1.66752  -0.99195
Cl  2.29156  -0.86892  0.86525
H  -1.43584  1.13928  0.79021
H  -0.83451  -0.21948  2.06416
H  0.04977  1.29675  1.76270
H  -1.31079  -0.76339  -1.64883
H  0.33014  -1.02824  -2.53096

Cartesian forces, eV/Å:
1.733 1.674 -1.824
-0.783 0.594 1.224
1.213 -1.673 1.929
-0.205 -0.563 -0.001
-0.347 0.013 -0.267
0.653 -1.348 1.002
-0.661 -0.098 -0.076
-0.652 -0.692 -0.178
-2.039 1.454 -0.196
1.087 0.638 -1.613

## Properties
Total charge = 0
Frontier orbital gap = 10.717 eV

***

CH5ClIrO4 | wB97M-V/def2-TZVPD

Cartesian coordinates (Å):
Ir  -0.26421  0.08522  -0.87817
C  0.24517  -0.06298  -3.60984
H  1.32302  0.08292  -3.64412
H  0.03180  -1.06893  -3.91677
H  -0.17566  0.59238  -4.34851
H  -0.22704  0.20068  -2.60022
H  -1.84188  0.40451  -1.08023
O  4.09762  -0.96937  2.26838
Cl  2.65579  -0.71533  2.57346
O  2.19828  -0.76732  4.00775
O  0.29160  1.55418  -0.13886
O  -0.30208  -1.56445  -0.33886

Cartesian forces, eV/Å:
-0.585 0.318 -0.032
1.002 -0.253 -1.201
0.084 0.124 0.590
-0.365 -0.642 0.388
-0.594 0.667 0.026
-0.028 0.148 -2.071
0.639 -0.136 0.712
-0.245 0.085 -0.371
0.608 -0.269 1.653
-0.133 0.116 -0.913
-0.373 -0.852 0.591
-0.011 0.694 0.629

## Properties
Spin multiplicity = 6
Expectation value of S² = 8.831
Total charge = +2
Frontier orbital gap (alpha / beta) = 7.933 / 5.109 eV

***

CH5ClP2 | wB97M-V/def2-TZVPD

Cartesian coordinates (Å):
C  -0.89137  0.23229  -0.62545
P  -1.59962  -0.85081  0.66587
P  1.78297  0.79333  0.07181
Cl  -1.72300  1.77416  -0.77304
H  -0.60664  -0.37939  -1.41877
H  -0.29063  -1.56781  0.78689
H  -1.44578  -0.10173  1.84296
H  2.41445  0.50804  -1.15154
H  2.35962  -0.40808  0.60126

Cartesian forces, eV/Å:
0.308 1.109 2.912
1.412 -0.913 -0.239
-0.839 -0.065 0.059
0.652 -0.888 -0.488
0.257 -0.116 -1.979
-1.458 0.449 0.117
0.224 0.302 0.023
-0.081 0.046 -0.376
-0.475 0.075 -0.028

## Properties
Total charge = 0
Frontier orbital gap (alpha / beta) = 7.239 / 7.740 eV

***

CH5FP2 | wB97M-V/def2-TZVPD

Cartesian coordinates (Å):
C  0.43837  -0.19706  0.07955
F  1.01628  0.02784  1.26814
P  -1.07268  -1.22007  0.15398
P  0.76219  1.26460  -0.98317
H  1.96340  -1.20169  -0.73095
H  -1.76482  -0.16829  0.96529
H  -0.74033  -1.78125  1.56589
H  -0.25426  2.23156  -0.38312
H  -0.34816  1.04435  -1.93561

Cartesian forces, eV/Å:
2.805 -1.290 -1.142
0.027 0.169 0.667
-0.265 0.221 2.900
-2.348 1.267 -0.606
-2.696 1.259 1.036
0.376 -0.665 -1.073
-0.182 0.364 -2.119
1.173 -1.021 -0.096
1.111 -0.304 0.432

## Properties
Total charge = 0
Frontier orbital gap (alpha / beta) = 8.794 / 8.648 eV

***

CH5IN2S | wB97M-V/def2-TZVPD

Cartesian coordinates (Å):
C  0.48972  1.02612  -0.30196
N  -1.80018  -2.40149  0.63033
N  0.42416  -0.43732  -0.34488
S  -1.75709  -1.42238  -0.50887
I  -3.10773  0.45539  0.18586
H  1.31880  1.46420  -1.01487
H  -0.50258  1.49114  -0.63144
H  0.61341  1.32023  0.69541
H  -1.50507  -3.28695  0.50877
H  0.61306  -0.95418  0.47604

Cartesian forces, eV/Å:
-0.328 -0.327 -1.881
-1.319 3.167 1.775
-1.417 0.397 -2.874
1.720 1.099 -0.781
-0.135 0.031 0.094
-1.506 -1.002 1.379
1.257 -0.670 0.180
0.527 1.013 1.402
1.116 -3.739 -0.849
0.084 0.030 1.554

## Properties
Total charge = 0
Frontier orbital gap (alpha / beta) = 7.953 / 7.155 eV

***

Number 1: DFT total energy -26865.1830 eV. Number 2: DFT total energy -7243.6279 eV. Number 3: DFT total energy -7232.8851 eV. Number 4: DFT total energy -18077.7432 eV. Number 5: DFT total energy -18070.6386 eV. Number 6: DFT total energy -13980.8931 eV. Number 7: DFT total energy -13983.4035 eV. Number 8: DFT total energy -24817.8543 eV. Number 9: DFT total energy -22770.7191 eV. Number 10: DFT total energy -19811.1123 eV. Number 11: DFT total energy -12626.6739 eV. Number 12: DFT total energy -89733.5094 eV. Number 13: DFT total energy -89733.5980 eV. Number 14: DFT total energy -89736.5347 eV. Number 15: DFT total energy -38430.4913 eV. Number 16: DFT total energy -43332.0074 eV. Number 17: DFT total energy -24632.7792 eV. Number 18: DFT total energy -32214.1874 eV. Number 19: DFT total energy -22407.7685 eV. Number 20: DFT total energy -23030.2732 eV.